# C5H9N2O2

A cluster of 2 separate species, C5H9N2O2 in total at a distorted geometry (wB97M-V/def2-TZVPD, OMol25).

Last column: Mulliken charge in e.
Atoms and positions in Å:
1 C 0.0636 -1.0876 1.3890  -0.144
2 C 0.3347 1.0870 -0.3082  0.380
3 C 1.0120 -0.0486 1.8917  -0.390
4 C 1.2997 1.0063 0.8297  -0.773
5 C 0.1274 -0.3706 -0.7866  0.718
6 N -0.1452 -1.2531 0.1417  -0.429
7 N -2.2452 -0.0377 -1.7355  -0.647
8 O -0.0791 1.9777 -0.8744  -0.361
9 O 0.6174 -0.5914 -1.9467  -0.346
10 H -0.5263 -1.7169 2.0362  0.455
11 H 0.5401 0.3484 2.8043  0.359
12 H 1.9977 -0.5480 2.1217  0.281
13 H 2.3645 0.8826 0.5532  0.392
14 H 1.3366 1.9809 1.4184  0.358
15 H -2.2886 0.9062 -1.5078  0.222
16 H -2.6692 -0.7380 -1.0590  0.273
17 H -2.5449 -0.3166 -2.7083  0.246
18 H 0.8046 -1.4804 -2.2593  0.406

Atomic forces in eV per Å
0.3691 0.2625 -0.2563
2.0711 -4.6381 1.5219
0.2440 -1.2958 0.2123
1.0918 2.0052 2.3414
0.3000 0.2248 0.0405
-0.5872 -0.8801 -0.5227
-0.1027 -4.4195 -0.5178
-2.1362 4.9499 -2.4099
0.3657 0.6965 -0.3397
0.1000 -0.1435 0.4664
0.5061 -0.0262 -0.1489
-1.1600 0.3268 0.3818
-0.6996 0.0628 -0.7617
-0.2944 -0.8572 -1.1478
-0.7492 1.6954 0.2961
0.4436 1.8321 -1.1252
0.4722 0.9651 1.6311
-0.2345 -0.7609 0.3385

Max |F|, eV/A: 5.9
Charge: +1
Energy relative to the best compared isomer or geometry (same formula, charge and spin), kJ/mol: 358.1
Gap between HOMO and LUMO (spin up / spin down), eV: 8.34 / 8.34